No. 1
{"formula": "C36H40ClIN9O4Rb", "method": "ωB97M-V with the def2-TZVPD basis set", "species": ["Rb", "O", "C", "C", "C", "C", "C", "C", "C", "N", "C", "C", "N", "C", "C", "C", "C", "C", "C", "C", "O", "H", "H", "H", "H", "H", "H", "H", "H", "H", "H", "H", "H", "H", "H", "C", "C", "C", "C", "C", "O", "C", "C", "C", "C", "C", "C", "Cl", "C", "C", "C", "N", "C", "N", "C", "N", "H", "H", "H", "H", "H", "H", "H", "H", "H", "H", "H", "H", "H", "H", "H", "H", "H", "H", "H", "H", "H", "H", "N", "C", "O", "C", "I", "H", "H", "H", "H", "N", "C", "N", "C", "N"], "coordinates": [[1.27975, -2.02022, -2.34517], [1.36569, -3.30047, 0.05550], [2.29079, -4.11864, 0.37898], [1.98228, -5.42464, 0.88128], [2.95268, -6.31174, 1.27929], [4.31735, -5.98646, 1.20429], [4.65108, -4.74678, 0.69890], [3.69541, -3.81405, 0.27839], [4.21955, -2.57031, -0.29382], [3.54506, -1.60590, -0.77098], [4.26497, -0.48900, -1.36011], [4.00208, -0.35144, -2.86921], [2.64063, 0.07819, -3.15172], [2.45502, 1.12415, -3.84525], [1.16561, 1.73168, -4.19123], [1.22946, 2.99782, -4.78649], [0.11176, 3.73454, -5.12276], [-1.14542, 3.16793, -4.84958], [-1.25759, 1.92386, -4.27940], [-0.11823, 1.11586, -3.93173], [-0.27047, -0.03598, -3.42910], [0.93093, -5.68354, 0.94002], [2.65518, -7.28836, 1.64887], [5.08043, -6.69067, 1.50791], [5.69899, -4.47322, 0.59925], [5.32227, -2.51223, -0.30709], [5.35469, -0.56921, -1.21480], [3.92462, 0.43373, -0.88097], [4.17091, -1.33415, -3.32877], [4.74628, 0.34557, -3.28110], [3.32948, 1.68671, -4.21490], [2.21738, 3.41017, -4.97975], [0.20185, 4.71030, -5.58109], [-2.04751, 3.71814, -5.09994], [-2.23059, 1.48160, -4.09173], [-2.56792, 2.91050, 5.43980], [-1.22004, 2.30461, 5.01420], [-0.88692, 1.14367, 5.95956], [-0.16063, 3.40039, 5.20349], [-1.30091, 1.84999, 3.50552], [-1.60894, 3.01829, 2.76361], [-2.40224, 0.79615, 3.30138], [-2.87680, 0.49749, 1.87541], [-3.65878, 1.59208, 1.18502], [-3.33882, 1.98488, -0.11002], [-4.06011, 2.97332, -0.76982], [-5.12422, 3.57147, -0.12197], [-6.04512, 4.82420, -0.93405], [-5.48023, 3.19354, 1.16178], [-4.74708, 2.20576, 1.80119], [0.06854, 1.30759, 3.07391], [0.19270, 1.07784, 1.65144], [0.53263, -0.03554, 0.99010], [0.57184, 0.20276, -0.30138], [0.21297, 1.50471, -0.39164], [-0.02294, 2.08791, 0.77169], [-2.43648, 3.46861, 6.37063], [-3.32380, 2.14707, 5.62873], [-2.94738, 3.59517, 4.68036], [-0.89165, 1.50557, 6.99187], [0.10454, 0.72622, 5.77245], [-1.61689, 0.33607, 5.89424], [-0.24445, 3.80631, 6.21495], [-0.30667, 4.21211, 4.49084], [0.85916, 3.02759, 5.09889], [-1.17381, 2.97308, 1.89564], [-3.27392, 1.09247, 3.88578], [-2.05875, -0.14779, 3.73296], [-3.52455, -0.38040, 1.94297], [-2.06652, 0.17052, 1.22684], [-2.50981, 1.50865, -0.61938], [-3.79003, 3.27343, -1.77393], [-6.31909, 3.67087, 1.65099], [-5.02833, 1.91695, 2.80857], [0.26318, 0.35125, 3.55643], [0.85123, 2.00500, 3.36087], [0.75376, -0.98648, 1.45884], [0.13611, 2.03361, -1.33156], [-1.02786, -3.38254, -1.34386], [-1.99566, -2.49329, -1.02834], [-2.32588, -2.24409, 0.12241], [-2.65632, -1.73611, -2.16337], [-3.47879, -2.98887, -3.68859], [-0.30707, -3.58383, -0.63324], [-0.67938, -3.38665, -2.28822], [-1.94575, -1.07602, -2.67635], [-3.48849, -1.17611, -1.75475], [5.35155, -4.45020, -7.33235], [4.38684, -4.72810, -6.73961], [3.30186, -5.15507, -6.15439], [2.64078, -4.54423, -5.21563], [1.95894, -4.10563, -4.37690]], "gap_ev": 6.00, "total_charge": -2, "spin_multiplicity": 1}

No. 2
{"formula": "C36H40F11O26P", "method": "ωB97M-V with the def2-TZVPD basis set", "species": ["C", "C", "O", "P", "O", "C", "C", "C", "C", "C", "O", "C", "C", "F", "F", "C", "F", "F", "C", "C", "C", "O", "O", "C", "C", "H", "H", "H", "H", "H", "H", "H", "H", "H", "H", "H", "H", "H", "H", "H", "H", "H", "H", "H", "O", "C", "O", "C", "C", "F", "O", "H", "H", "H", "O", "C", "O", "C", "C", "F", "O", "H", "H", "H", "O", "C", "O", "C", "C", "F", "O", "H", "H", "H", "O", "C", "O", "C", "C", "F", "O", "H", "H", "H", "O", "C", "O", "C", "C", "F", "O", "H", "H", "H", "O", "C", "O", "C", "C", "F", "O", "H", "H", "H", "O", "C", "O", "C", "C", "F", "O", "H", "H", "H"], "coordinates": [[-3.57336, -2.11729, 5.91248], [-4.54937, -1.17532, 5.21077], [-4.65413, -1.44923, 3.79128], [-3.58691, -0.82502, 2.78283], [-2.28491, -0.56162, 3.44223], [-4.32896, 0.62106, 2.04662], [-4.60864, 1.71906, 3.08148], [-3.40194, 2.19602, 3.85591], [-3.47711, 2.74738, 5.05925], [-2.26346, 3.20239, 5.77155], [-2.31576, 4.10747, 6.58003], [-0.98796, 2.50574, 5.43283], [0.13090, 2.37994, 6.45405], [1.31276, 2.78888, 5.90803], [0.27295, 1.05624, 6.75201], [-0.01466, 3.13854, 7.78436], [-0.96518, 2.50715, 8.51856], [1.15398, 3.04780, 8.45608], [-0.86116, 1.97564, 4.21333], [0.34555, 1.28423, 3.65586], [-2.02405, 2.13789, 3.26270], [-1.82463, 2.33346, 2.09083], [-3.59615, -1.86348, 1.59356], [-2.55930, -2.87013, 1.50613], [-1.38112, -2.33650, 0.71219], [-4.05522, -2.63211, 6.74659], [-3.21263, -2.86803, 5.20466], [-2.69171, -1.58826, 6.27887], [-4.25247, -0.13210, 5.35509], [-5.56857, -1.28844, 5.58398], [-3.65594, 0.97604, 1.26167], [-5.26033, 0.32111, 1.55880], [-5.07044, 2.57915, 2.58515], [-5.34928, 1.36309, 3.80674], [-4.42470, 2.92646, 5.56348], [-0.29450, 4.18160, 7.65251], [0.52914, 0.37573, 4.23542], [0.16169, 1.00416, 2.62041], [1.22985, 1.92052, 3.71626], [-3.03266, -3.72158, 1.01374], [-2.26295, -3.18735, 2.51071], [-1.18696, -1.30203, 1.00954], [-0.48040, -2.93022, 0.87717], [-1.61853, -2.34318, -0.35517], [1.21054, -3.42234, -1.43782], [1.94329, -2.58183, -1.04050], [2.12651, -2.24349, 0.25302], [3.20332, -1.30525, 0.34331], [3.25027, -0.73366, -1.06129], [4.51405, -0.48690, -1.47697], [2.72662, -1.79648, -1.83663], [4.13198, -1.83719, 0.55606], [2.99539, -0.57651, 1.11999], [2.64668, 0.16106, -1.22006], [-6.13160, 4.59685, 3.29252], [-5.41076, 5.43813, 3.71852], [-5.30776, 5.78025, 5.01914], [-4.20616, 6.68223, 5.17337], [-4.05277, 7.23669, 3.76866], [-2.76197, 7.45793, 3.43413], [-4.57049, 6.19293, 2.96544], [-3.31901, 6.11723, 5.46020], [-4.44514, 7.42636, 5.92611], [-4.62118, 8.14611, 3.56599], [5.73669, -2.87209, -6.78405], [5.28263, -1.98073, -6.14539], [5.98476, -1.17736, -5.32375], [5.11481, -0.16731, -4.79876], [3.74877, -0.79308, -4.99998], [2.79372, 0.11196, -5.32111], [3.96416, -1.65230, -6.10834], [5.20803, 0.74464, -5.38992], [5.35736, 0.02998, -3.76195], [3.39072, -1.39289, -4.16401], [0.40852, 1.30690, -10.10564], [0.71609, 0.25535, -9.65822], [1.83036, 0.00706, -8.93443], [1.76218, -1.32484, -8.41973], [0.78549, -1.98210, -9.37619], [-0.01130, -2.89200, -8.76557], [-0.00030, -0.89499, -9.81496], [1.34654, -1.30502, -7.41136], [2.75001, -1.77187, -8.40542], [1.24487, -2.45894, -10.24403], [6.93753, 1.16406, -2.31999], [7.65485, 0.21876, -2.26793], [8.59354, -0.09923, -3.18113], [9.32336, -1.23885, -2.71800], [8.36399, -1.85421, -1.71349], [9.00502, -2.37223, -0.64209], [7.60434, -0.72866, -1.29675], [10.22729, -0.90314, -2.20713], [9.57113, -1.88294, -3.55512], [7.69074, -2.61114, -2.11566], [-4.77564, 1.84103, -0.94791], [-5.90619, 1.63907, -1.23047], [-6.44210, 1.75219, -2.46607], [-7.78167, 1.25942, -2.43543], [-8.13356, 1.37327, -0.96228], [-8.92584, 0.36135, -0.53899], [-6.87123, 1.26918, -0.33877], [-7.79211, 0.21068, -2.73681], [-8.40783, 1.85217, -3.09433], [-8.59472, 2.31826, -0.67027], [6.58583, -4.37207, -1.89374], [5.79174, -4.83611, -2.64434], [5.15827, -6.01599, -2.48783], [4.13955, -6.12895, -3.48793], [4.63497, -5.17166, -4.55815], [3.63851, -4.49519, -5.16476], [5.39520, -4.24531, -3.80029], [3.19129, -5.77353, -3.08133], [4.05367, -7.16072, -3.81195], [5.27339, -5.61688, -5.32200]], "gap_ev": 9.06, "spin_multiplicity": 1, "smiles": "CCOP(=O)(CCC1=CC(=O)C(C(F)(F)C(F)F)=C(C)C1=O)OCC.O=C1OC[C@@H](F)O1.O=C1OC[C@@H](F)O1.O=C1OC[C@@H](F)O1.O=C1OC[C@@H](F)O1.O=C1OC[C@@H](F)O1.O=C1OC[C@@H](F)O1.O=C1OC[C@@H](F)O1"}